C16H18N3O9W | ωB97M-V with the def2-TZVPD basis set

ORCA input file:
```
! wB97M-V def2-TZVPD RIJCOSX def2/J DEFGRID3
* xyz 1 3
W 1.0843 -0.2277 -0.0435
O 2.8509 5.5542 1.1028
C 2.4977 4.2871 0.9109
C 2.3186 3.3763 1.9631
C 1.9440 2.0939 1.6369
N 1.7695 1.7283 0.3713
C 1.9501 2.5757 -0.6428
C 2.3222 3.8773 -0.4238
C 1.7318 1.8984 -1.9752
O 1.8297 2.4288 -3.0332
O 1.4647 0.5821 -1.7850
C 1.7122 0.9420 2.5875
O 1.8200 1.0205 3.7707
O 1.4106 -0.1752 1.9020
H 2.9428 5.7668 2.0414
H 2.4606 3.6472 3.0011
H 2.4723 4.5623 -1.2458
C -2.7410 -2.2316 2.1558
C -2.7225 -2.9897 0.8381
C -2.4588 -2.0897 -0.3963
C -2.4048 -2.9372 -1.6885
C -2.1408 -2.1183 -2.9422
C -3.5947 -1.0701 -0.5154
O -4.7306 -1.4202 -0.6826
N -3.2717 0.2805 -0.4509
C -2.0241 0.8378 -0.2645
O -1.8020 2.0170 -0.2478
N -0.9948 -0.0977 -0.1114
C -1.1596 -1.4043 -0.2097
O -0.0260 -2.0256 -0.1277
H -2.9648 -2.9082 2.9787
H -3.5066 -1.4535 2.1615
H -1.7764 -1.7664 2.3775
H -3.6827 -3.4717 0.6519
H -1.9588 -3.7690 0.8423
H -3.3663 -3.4472 -1.7543
H -1.6382 -3.7008 -1.5487
H -2.9213 -1.3739 -3.1086
H -2.1179 -2.7627 -3.8191
H -1.1781 -1.5993 -2.9034
H -4.0394 0.9320 -0.5596
C 4.3509 -0.2683 -0.2434
O 3.1194 -1.0310 -0.1441
H 5.1757 -0.9544 -0.4143
H 4.5075 0.3057 0.6688
H 4.2386 0.3844 -1.1042
H 3.2478 -1.8047 0.4237
*
```

LUMO energy (alpha / beta): -4.301 / -4.533 eV
Expectation value of S²: 2.011

C11H12NP | ωB97M-V with the def2-TZVPD basis set

ORCA input file:
```
! wB97M-V def2-TZVPD RIJCOSX def2/J DEFGRID3
* xyz 0 1
C 3.3507 -1.0870 -1.1478
C 3.2242 0.1131 -0.4110
C 2.3690 -1.4567 -2.0495
C 2.0928 0.8674 -0.4969
C 1.1285 -0.7642 -1.9503
C 0.9988 0.4196 -1.2326
C -2.2284 -0.5995 2.5050
C -2.1550 -0.0005 1.2110
C -0.9076 0.4675 0.9740
C -3.4670 0.3014 0.4013
C -0.3124 0.9526 -1.1537
N -1.2106 -0.4762 3.2648
P 0.1370 0.2078 2.5557
H 4.3332 -1.6969 -1.0276
H 4.0074 0.4098 0.2320
H 2.6064 -2.3698 -2.5274
H 1.9028 1.8233 -0.1177
H 0.3283 -1.1273 -2.5579
H -3.1520 -0.9438 2.7392
H -3.6035 1.3449 0.4150
H -4.2845 -0.2855 0.8265
H -3.4673 -0.1143 -0.6052
H -0.3891 2.0591 -1.2145
H -1.0934 0.4898 -1.8164
H -0.2083 1.4656 3.1839
*
```

LUMO energy: -0.008 eV

H2 | ωB97M-V with the def2-TZVPD basis set

ORCA input file:
```
! wB97M-V def2-TZVPD RIJCOSX def2/J DEFGRID3
* xyz 0 1
H 0.6458 -0.7113 1.0642
H -0.6458 0.7113 -1.0642
*
```

LUMO energy: -3.777 eV

C2H9N3 | ωB97M-V with the def2-TZVPD basis set

ORCA input file:
```
! wB97M-V def2-TZVPD RIJCOSX def2/J DEFGRID3
* xyz 0 1
C 0.6192 -0.5175 -1.1555
N -0.7177 0.0424 -1.2188
C -1.0153 1.1586 -0.7266
N -0.1107 2.2249 -0.3251
H 0.9302 -0.7771 -2.1690
H 0.5831 -1.4338 -0.5716
H 1.3580 0.1522 -0.7058
H -2.0735 1.3461 -0.5664
H 0.6296 1.7953 0.2239
H 0.3347 2.5259 -1.1883
N 0.6679 -2.3642 2.6287
H 0.9147 -3.3125 2.8851
H -0.2827 -2.3942 2.2777
H 0.6782 -1.8122 3.4767
*
```

LUMO energy: 0.917 eV

C37H41Cl3Ge3N2O4W | ωB97M-V with the def2-TZVPD basis set

ORCA input file:
```
! wB97M-V def2-TZVPD RIJCOSX def2/J DEFGRID3
* xyz 1 4
W 0.3998 -0.6410 1.6422
C 5.1575 3.2112 -2.3388
C 4.3135 2.9322 -1.1481
N 3.7252 1.7963 -0.8697
C 3.0751 1.9977 0.3201
C 3.2801 3.2888 0.7747
N 4.0592 3.8575 -0.1793
C 2.8685 4.1539 1.9193
O 2.2175 3.6084 2.9312
O 3.1229 5.3305 1.8737
C 2.1915 0.9903 0.8544
O 1.5109 1.1650 1.9307
O 1.9513 -0.1131 0.2687
H 5.0849 2.3706 -3.0229
H 6.2024 3.3371 -2.0531
H 4.8337 4.1189 -2.8487
H 4.3683 4.8183 -0.1280
H 1.9772 2.6750 2.7601
C -1.8918 -0.1857 -2.9557
C -3.0583 0.0122 -1.9936
Ge -2.7022 -0.6651 -0.1919
C -4.1459 -0.2649 1.0796
C -4.3048 -1.2846 2.2071
C -2.4142 -2.5781 -0.1653
C -1.3338 -3.3717 -0.0956
Ge 0.5347 -2.7036 -0.0223
C 1.7625 -4.0696 0.6942
C 2.4216 -4.9833 -0.3382
C 1.1076 -2.0735 -1.7970
C 0.7092 -3.0130 -2.9341
C -1.5162 -4.8262 0.1554
C -2.1769 -5.2430 1.3123
C -2.3306 -6.5940 1.5928
C -1.8357 -7.5446 0.7144
C -1.1826 -7.1413 -0.4432
C -1.0110 -5.7932 -0.7142
H -2.1358 0.1778 -3.9545
H -1.6286 -1.2410 -3.0428
H -1.0056 0.3551 -2.6208
H -3.9473 -0.5094 -2.3568
H -3.3306 1.0678 -1.9100
H -5.0655 -0.2025 0.4913
H -3.9741 0.7361 1.4819
H -4.4731 -2.2894 1.8199
H -5.1525 -1.0329 2.8450
H -3.4182 -1.3132 2.8435
H -3.3688 -3.1125 -0.1493
H 1.2166 -4.6600 1.4394
H 2.5322 -3.5167 1.2366
H 1.6953 -5.6227 -0.8388
H 3.1575 -5.6315 0.1394
H 2.9457 -4.4039 -1.0991
H 2.1875 -1.9230 -1.7650
H 0.6648 -1.0867 -1.9430
H 1.1723 -3.9943 -2.8276
H 1.0184 -2.6121 -3.9010
H -0.3718 -3.1605 -2.9704
H -2.5811 -4.4961 1.9865
H -2.8429 -6.9028 2.4946
H -1.9585 -8.5977 0.9284
H -0.8037 -7.8818 -1.1353
H -0.4995 -5.4819 -1.6154
Cl -0.8114 -3.6300 4.9419
Ge -0.3414 -2.4749 3.2335
Cl -0.9606 -0.2041 3.7456
Cl 1.8707 -1.8068 3.4408
C -1.1179 0.3674 0.4469
C -0.9307 1.5971 0.2973
C -0.6140 2.9289 0.1236
C -0.7631 3.8198 1.2559
C -1.5885 3.4559 2.3370
C -1.6907 4.2683 3.4455
C -0.9577 5.4499 3.5129
C -0.1165 5.8117 2.4678
C -0.0190 5.0096 1.3489
C -0.0914 3.3408 -1.1812
C 0.6697 2.4472 -1.9483
C 1.1916 2.8346 -3.1676
C 0.9329 4.1080 -3.6613
C 0.1447 4.9897 -2.9320
C -0.3615 4.6149 -1.7009
H -2.1552 2.5340 2.2864
H -2.3373 3.9842 4.2644
H -1.0302 6.0798 4.3892
H 0.4858 6.7068 2.5377
H 0.6805 5.2723 0.5674
H 0.8689 1.4490 -1.5794
H 1.7968 2.1384 -3.7333
H 1.3298 4.4080 -4.6222
H -0.0853 5.9684 -3.3307
H -1.0028 5.2920 -1.1535
*
```

LUMO energy (alpha / beta): -3.930 / -5.254 eV
Expectation value of S²: 3.807

C6H15NO2 | ωB97M-V with the def2-TZVPD basis set

ORCA input file:
```
! wB97M-V def2-TZVPD RIJCOSX def2/J DEFGRID3
* xyz 0 1
C 0.4462 0.1191 2.7674
C 0.2740 -0.5148 1.3990
C -0.9412 -0.0585 0.5828
C -1.2504 1.4229 0.6796
O -1.8588 -0.8784 0.4394
H 0.6709 1.1797 2.6926
H 1.2584 -0.3663 3.3075
H -0.4653 0.0018 3.3500
H 0.2393 -1.6019 1.4804
H 1.1309 -0.2766 0.7276
H -1.4702 1.6874 1.7127
H -0.3998 2.0059 0.3305
H -2.1270 1.6665 0.0834
C -0.2226 -1.4799 -1.9238
N 0.0544 -0.1662 -1.3652
C 1.6854 0.2322 -1.4306
O -0.6048 0.8099 -2.1824
H -1.2909 -1.6916 -1.8335
H 0.3153 -2.2222 -1.3369
H 0.0751 -1.5446 -2.9751
H 1.8436 0.4432 -2.4913
H 2.2321 -0.6432 -1.1059
H 1.9541 1.1623 -0.9276
H -1.5485 0.7132 -1.9808
*
```

LUMO energy: 0.749 eV

CHF3N2O3 | ωB97M-V with the def2-TZVPD basis set

ORCA input file:
```
! wB97M-V def2-TZVPD RIJCOSX def2/J DEFGRID3
* xyz 0 1
O -2.1207 -2.2767 0.2012
N -1.1372 -1.6617 -0.1300
O -0.1555 -2.0301 -0.7001
N -1.0264 -0.2758 0.2921
O 0.1988 0.2216 0.0082
C -2.2550 0.5273 0.0311
F -1.9298 1.7109 -0.3769
F -2.9092 -0.1025 -1.0083
F -3.0907 0.5717 1.0075
H 0.4765 -0.1342 -0.8322
*
```

LUMO energy: -0.118 eV

C4H11NO2 | ωB97M-V with the def2-TZVPD basis set

ORCA input file:
```
! wB97M-V def2-TZVPD RIJCOSX def2/J DEFGRID3
* xyz 0 1
C 0.3255 1.0492 -0.5963
C 1.4402 0.5865 0.0499
C -0.6815 1.9512 0.0359
C -1.3316 -1.1463 -0.3683
N 0.7387 -2.1201 1.4261
O 0.3214 -1.5014 0.2536
O 0.2188 0.9813 -1.9704
H 0.8823 0.3731 -2.3160
H 1.6919 -2.4568 1.3175
H 0.3397 -2.0425 2.3544
H 2.3221 0.2857 -0.4984
H 1.6253 0.9085 1.0623
H -1.6264 1.9459 -0.5114
H -0.2886 2.9664 0.1099
H -0.9293 1.5847 1.0328
H -1.3746 -1.1335 -1.4524
H -1.8606 -0.2518 -0.0620
H -1.8131 -1.9801 0.1326
*
```

LUMO energy: 0.770 eV

Energy above the lowest of the compared OMol25 structures with the same formula, charge and spin? In order: 0.0; 322.0; 669.3; 112.0; 0.0; 385.0; 0.0; 679.8 kJ/mol.
M? In order: 580.2; 189.2; 2.0; 75.1; 1085.8; 133.2; 146.0; 105.1 g/mol.